1.
Computed, not measured: C31H37ClN9O6STi as an isolated structure in a non-equilibrium geometry, with ωB97M-V/def2-TZVPD.

CARTESIAN COORDINATES (ANGSTROEM)
1 Ti 0.41848 0.03332 -0.38112
2 C -5.51926 -1.12062 1.20764
3 C -4.52820 -0.26341 1.99311
4 N -3.74068 0.62328 1.15079
5 C -2.65233 0.14724 0.42130
6 S -1.67880 -1.15210 1.00432
7 N -2.44746 0.76791 -0.70335
8 N -1.25068 0.43718 -1.31705
9 C -1.14957 0.60912 -2.66344
10 C -2.28307 1.13276 -3.50141
11 C 0.07605 0.23884 -3.19413
12 C 0.50684 0.60553 -4.50093
13 C 1.76525 0.29814 -4.90426
14 C 2.63308 -0.40445 -4.00744
15 C 2.18609 -0.72598 -2.76948
16 N 0.92322 -0.43760 -2.31836
17 H -6.09119 -1.77209 1.87677
18 H -6.22463 -0.49231 0.65565
19 H -4.97905 -1.74193 0.48875
20 H -5.05633 0.34778 2.72911
21 H -3.82582 -0.90446 2.52073
22 H -4.27498 1.27935 0.59776
23 H -3.16867 1.22682 -2.88133
24 H -2.05199 2.11786 -3.92098
25 H -2.49874 0.45510 -4.33184
26 H -0.16489 1.16775 -5.13723
27 H 2.11934 0.60680 -5.88065
28 H 3.64322 -0.66493 -4.29650
29 H 2.83018 -1.24703 -2.06988
30 C 3.53863 -3.28841 2.78528
31 N 2.39741 -2.46521 3.14771
32 C 1.40177 -3.01784 4.05582
33 C 2.24697 -1.16367 2.79503
34 O 1.37300 -0.45569 3.27496
35 C 3.23713 -0.58995 1.79616
36 O 2.73366 0.50320 1.04426
37 C 2.39058 1.64379 1.80956
38 C 0.89284 1.89714 1.79661
39 O 0.14198 1.20848 1.10315
40 N 0.41367 2.87417 2.53804
41 C -0.98204 3.28004 2.32906
42 C 1.28762 3.89412 3.11474
43 H 4.31069 -3.27016 3.56216
44 H 3.97024 -2.96900 1.84137
45 H 3.21179 -4.31828 2.65160
46 H 1.60480 -2.75067 5.09755
47 H 1.40571 -4.10270 3.95829
48 H 0.41976 -2.62895 3.79800
49 H 3.52305 -1.31795 1.04579
50 H 4.12407 -0.27901 2.35915
51 H 2.87869 2.50872 1.35732
52 H 2.73525 1.54299 2.83476
53 H -1.56449 2.43794 1.97004
54 H -1.03204 4.09379 1.60394
55 H -1.39012 3.62419 3.27861
56 H 2.20776 3.45437 3.49175
57 H 0.76558 4.35114 3.95324
58 H 1.51902 4.67228 2.38843
59 N 1.34151 1.79934 -1.09663
60 C 1.30877 2.92874 -1.35040
61 C 1.28064 4.28942 -1.65209
62 C 1.38299 4.74203 -2.99916
63 N 1.47154 5.10976 -4.09012
64 C 1.16960 5.20811 -0.57728
65 N 1.09008 5.93208 0.32237
66 C -2.32227 -5.41923 -1.21405
67 C -1.47041 -4.82052 -2.30352
68 C -2.01996 -4.47801 -3.53385
69 C -1.23976 -3.87234 -4.50442
70 Cl -1.96422 -3.45000 -6.03713
71 C 0.09841 -3.60317 -4.28570
72 C 0.65633 -3.96633 -3.07163
73 C -0.11551 -4.56700 -2.09573
74 O 0.46583 -4.94757 -0.90601
75 C 0.47783 -3.91135 0.06401
76 C 1.56143 -2.84719 -0.13550
77 O 2.72395 -3.15027 -0.31750
78 O 1.11985 -1.63760 0.04248
79 H -3.14132 -6.00241 -1.63605
80 H -2.75206 -4.62662 -0.59446
81 H -1.72584 -6.05708 -0.56434
82 H -3.06795 -4.67083 -3.73247
83 H 0.69282 -3.10813 -5.04259
84 H 1.70432 -3.78339 -2.87113
85 H 0.67279 -4.40333 1.01784
86 H -0.48775 -3.40761 0.11221

Summary:
total charge	-1
DFT total energy	-104920.4672	eV
Kohn-Sham gap (alpha / beta)	0.1886 / 0.1880	hartree
highest occupied orbital energy (alpha / beta)	-2.90 / -2.89	eV

2.
Computed, not measured: C31H37FeGeSb2 as an isolated structure in a non-equilibrium geometry, with ωB97M-V/def2-TZVPD.

CARTESIAN COORDINATES (ANGSTROEM)
1 Fe 0.00000 0.00000 0.00000
2 C -1.84510 -4.01870 -1.91200
3 Sb -1.24760 -2.20490 -0.88270
4 C -0.27480 -1.35170 -2.62100
5 C -3.08610 -0.98460 -0.94180
6 C -3.47160 -0.43370 -2.29830
7 C -3.79360 -1.34830 -3.31490
8 C -4.16310 -0.91440 -4.58680
9 C -4.23250 0.44590 -4.86560
10 C -3.94470 1.37720 -3.86970
11 C -3.56320 0.96450 -2.57720
12 C -3.31340 2.04720 -1.54440
13 Sb -1.24970 2.20860 -0.88410
14 C -0.53140 2.86860 -2.81500
15 C -1.48380 4.21520 -0.11010
16 H -2.65530 -4.51690 -1.34060
17 H -0.96680 -4.69480 -1.95500
18 H -2.16780 -3.82850 -2.95110
19 H -0.95610 -1.38210 -3.49500
20 H 0.63430 -1.94330 -2.85290
21 H 0.01370 -0.30280 -2.41310
22 H -2.90420 -0.16490 -0.22350
23 H -3.91910 -1.58990 -0.52770
24 H -3.77280 -2.40620 -3.12300
25 H -4.40290 -1.63680 -5.35660
26 H -4.52380 0.78110 -5.85270
27 H -4.02450 2.42970 -4.11310
28 H -3.98670 1.90310 -0.67390
29 H -3.54410 3.04760 -1.96810
30 H -1.18680 3.67500 -3.20290
31 H -0.54330 2.01380 -3.52210
32 H 0.50510 3.24990 -2.71230
33 H -2.00570 4.84640 -0.85840
34 H -0.48380 4.64650 0.10070
35 H -2.07880 4.18320 0.82530
36 C 1.95680 0.00000 -0.69220
37 Ge 3.18970 -0.28230 0.79060
38 C 3.03310 1.29210 1.91960
39 C 3.29700 2.53570 1.32370
40 C 3.20990 3.71530 2.06860
41 C 2.85800 3.66430 3.41840
42 C 2.59370 2.43340 4.02180
43 C 2.68040 1.25180 3.27780
44 C 5.00570 -0.25110 0.15200
45 C 6.05970 -0.43480 1.05610
46 C 7.38290 -0.41400 0.60400
47 C 7.65610 -0.20960 -0.75200
48 C 6.60610 -0.02580 -1.65660
49 C 5.28230 -0.04620 -1.20660
50 C 2.90420 -2.10760 1.39700
51 C 3.09310 -3.13330 0.45680
52 C 2.91160 -4.47180 0.81630
53 C 2.53940 -4.80000 2.12070
54 C 2.34900 -3.78900 3.06450
55 C 2.53010 -2.44880 2.70640
56 H 2.08300 -0.80710 -1.44230
57 H 3.57230 2.59160 0.27800
58 H 3.41570 4.66850 1.59900
59 H 2.79070 4.57700 3.99630
60 H 2.32150 2.39400 5.06880
61 H 2.47100 0.33180 3.77930
62 H 5.85550 -0.59350 2.10750
63 H 8.19600 -0.55620 1.30400
64 H 8.68030 -0.19360 -1.10150
65 H 6.81790 0.13260 -2.70610
66 H 4.47940 0.09770 -1.91680
67 H 3.38370 -2.89570 -0.55870
68 H 3.06040 -5.25400 0.08330
69 H 2.39920 -5.83620 2.40040
70 H 2.06070 -4.04380 4.07640
71 H 2.37410 -1.70730 3.45980
72 H 0.00000 0.00000 1.68640

Summary:
total charge	-1
multiplicity	5
DFT total energy	-136720.3756	eV
Kohn-Sham gap (alpha / beta)	0.1976 / 0.2009	hartree
highest occupied orbital energy (alpha / beta)	-2.64 / -2.75	eV